1.
Molecular formula: C21H45IrN2OP3S
Method: DFT, wB97M-V/def2-TZVPD

Results
Relative energy (zero: lowest compared OMol25 entry of this formula, charge and spin)   269.9 kJ/mol
Highest occupied orbital energy (spin up / spin down)   -14.00 / -15.91 eV
E   -69046.012 eV
LUMO level (spin up / spin down)   -8.287 / -11.507 eV

Geometry as ORCA input:
```
! RIJCOSX wB97M-V def2-TZVPD def2/J DEFGRID3
* xyz 3 5
C -2.600 -1.944 -1.219
C -0.093 3.231 5.092
C -1.205 1.342 -2.319
H -1.901 1.046 5.676
H 2.693 1.093 2.072
N -2.435 2.139 3.959
C -2.286 2.040 5.412
C 0.796 0.370 -3.559
H -1.895 4.092 5.871
H -1.978 0.566 -2.234
H -1.202 0.451 -4.305
H 0.496 -1.367 3.477
H 1.135 3.926 -4.919
H 0.448 4.152 5.325
C 2.183 -4.108 -1.959
H 0.190 3.721 3.009
C 1.742 1.475 1.682
H 5.117 -2.864 -3.411
H 1.143 -3.876 -1.667
C 0.106 -0.365 3.264
H -4.834 -1.788 0.366
H 0.531 0.336 3.992
H -1.127 -3.108 0.884
C 0.990 2.948 -4.446
H -2.746 -3.174 1.621
H 2.921 2.981 -3.426
H 1.739 -3.924 -4.958
Ir -1.265 0.861 0.428
C -4.245 -1.119 1.007
H -4.279 -1.484 2.043
S -1.804 2.899 1.439
H 0.623 1.786 -1.150
H -1.105 2.953 6.965
C 1.994 1.042 -3.335
N -0.439 3.294 3.673
C 2.047 2.395 -3.690
H 4.702 -2.415 -1.713
C -1.364 3.131 5.916
H 3.502 -4.305 -4.763
C -1.877 -2.527 1.436
C -0.397 1.372 -1.119
H 0.583 2.381 5.282
H -1.474 -2.207 2.404
C -0.204 2.306 -4.548
H -2.892 0.917 0.349
P 0.546 0.125 1.567
H -0.982 -0.376 3.397
H 2.966 -2.712 -5.435
P -2.505 -1.132 0.417
H -1.774 2.288 -2.404
C 2.733 -3.516 -4.719
O 0.746 -0.956 -3.795
H 2.203 -5.074 -2.482
H 1.553 -1.090 -0.284
H 0.783 -2.202 0.873
H -2.282 -1.298 -2.045
H -3.202 1.670 3.499
H 4.515 -1.214 -3.028
C 1.383 -1.289 0.785
H 1.364 2.266 2.344
H 2.814 -4.139 -1.061
H 1.899 1.905 0.686
C 4.443 -2.283 -2.770
H 2.355 -1.466 1.270
H -1.969 -2.842 -1.212
H -4.669 -0.107 0.962
C -0.481 1.077 -3.762
H -3.643 -2.244 -1.375
C -1.551 2.747 3.153
P 2.739 -2.789 -3.060
H 1.388 -1.409 -3.194
H -3.277 2.149 5.859
H 2.886 0.519 -2.946
H -1.013 2.723 -5.142
*
```

=====

2.
Molecular formula: C6H9GdO4
Method: DFT, wB97M-V/def2-TZVPD

Results
Relative energy (zero: lowest compared OMol25 entry of this formula, charge and spin)   0.0 kJ/mol
Highest occupied orbital energy (spin up / spin down)   -17.09 / -15.63 eV
E   -35373.556 eV
LUMO level (spin up / spin down)   -8.200 / -10.855 eV

Geometry as ORCA input:
```
! RIJCOSX wB97M-V def2-TZVPD def2/J DEFGRID3
* xyz 2 8
O -0.202 3.367 -2.626
O 1.579 -0.811 0.961
C 0.765 1.193 -2.673
H 2.811 1.073 -3.111
H -0.302 4.200 -3.095
C 2.134 -0.158 1.948
H -0.130 0.684 -2.302
H 2.698 -1.106 -1.528
C 0.520 2.456 -3.441
O 2.442 1.071 1.863
O 2.223 -0.737 3.074
H -0.059 2.226 -4.352
C 1.234 -0.118 -0.254
C 2.423 -0.068 -1.284
H 0.454 -0.766 -0.672
C 1.992 0.654 -2.517
H 3.269 0.459 -0.817
Gd 3.198 1.012 4.457
H 1.480 2.897 -3.759
H 0.980 0.911 0.027
*
```

=====

3.
Molecular formula: C3H2O
Method: DFT, wB97M-V/def2-TZVPD

Results
Relative energy (zero: lowest compared OMol25 entry of this formula, charge and spin)   51.5 kJ/mol
Highest occupied orbital energy   -9.64 eV
E   -5187.658 eV
LUMO level   0.950 eV

Geometry as ORCA input:
```
! RIJCOSX wB97M-V def2-TZVPD def2/J DEFGRID3
* xyz 0 1
C 0.361 0.454 -0.484
H 0.974 0.841 -1.385
C -0.106 -0.774 -0.100
C -0.403 0.342 0.779
H -0.027 -1.690 -0.571
O -0.798 0.827 1.761
*
```

=====

4.
Molecular formula: C25H28IrN10S
Method: DFT, wB97M-V/def2-TZVPD

Results
Relative energy (zero: lowest compared OMol25 entry of this formula, charge and spin)   90.3 kJ/mol
Highest occupied orbital energy (spin up / spin down)   -12.86 / -13.47 eV
E   -54942.011 eV
LUMO level (spin up / spin down)   -6.172 / -7.137 eV

Geometry as ORCA input:
```
! RIJCOSX wB97M-V def2-TZVPD def2/J DEFGRID3
* xyz 2 2
H 0.833 1.350 6.596
H 0.661 1.549 -2.672
H -1.728 1.685 -2.429
N 1.945 -0.299 1.045
C 0.317 2.258 4.725
C 2.179 3.498 -0.373
C 0.627 1.185 5.547
C 0.101 0.757 2.855
H 2.910 2.145 -1.870
N -0.405 -2.114 -0.815
H -0.655 -1.438 -5.713
H 4.321 -0.757 1.408
S 2.344 -1.005 -1.581
H 1.175 4.807 0.997
H 0.020 -6.459 -1.399
H -0.814 -3.109 -5.362
H 0.916 -0.938 5.669
C -0.189 0.535 1.421
N -1.613 0.720 -0.599
C -0.222 3.648 -0.151
N -0.610 -2.180 -5.036
H 0.283 3.260 5.130
C -0.038 -5.564 -2.009
H -2.480 0.201 -0.734
Ir 0.182 -0.260 -1.283
C -3.600 2.067 1.175
H -0.202 2.880 2.739
N -0.174 -4.407 -1.122
H -0.220 -5.682 0.523
N -0.406 -0.710 -3.244
C -2.951 2.789 -1.148
H 4.707 -1.290 -0.192
C -2.507 1.368 1.622
H -1.096 4.062 0.338
H -1.158 -4.215 0.742
C 0.676 -0.102 5.026
H 0.886 -5.517 -2.590
H -2.445 1.173 2.686
N 0.717 0.028 0.595
C 3.495 3.880 0.065
H -3.225 3.433 -1.975
H -0.902 -5.668 -2.667
C 1.048 4.060 0.224
H 0.098 -3.855 -3.472
H -4.374 2.259 1.906
C -1.437 0.900 0.851
C 0.047 2.045 3.382
N 4.013 -1.038 0.490
C -3.780 2.731 -0.092
N -0.120 -3.015 -2.962
N 4.543 4.186 0.417
C -1.703 2.002 -1.381
C -0.226 -3.159 -1.591
H 0.630 -4.164 0.820
H -4.681 3.329 -0.163
H 0.477 -1.317 3.273
C 0.759 2.160 -1.770
C -0.397 -1.906 -3.739
H -0.748 -0.018 -3.900
C -0.233 -4.617 0.325
C 2.037 2.560 -1.385
C 0.422 -0.316 3.682
C -0.374 2.685 -1.135
C 2.765 -0.740 0.112
H -0.420 -2.333 0.171
*
```

=====

| no. | M (g mol⁻¹) |
| --- | --- |
| 1 | 658.81 |
| 2 | 302.38 |
| 3 | 54.05 |
| 4 | 692.85 |